29
Properties=species:S:1:pos:R:3:nbo_charge:R:1 method="wB97M-V/def2-TZVPD" multiplicity=1 relative_energy_ev=0.381 total_charge=+2 homo_ev=-17.67 energy_ev=-14968.459 smiles="C[N+](C)=C1NC(=[NH2+])NC(C)(C)N1"
C 2.7378 -1.3019 -0.0136 -0.43
N 2.1063 0.0558 -0.1153 -0.33
C 3.0532 1.1451 -0.0838 -0.42
C 0.7844 0.1941 -0.0928 0.68
N 0.2241 1.4154 0.1810 -0.59
C -1.1313 1.6371 0.0058 0.71
N -1.4615 2.9206 0.0520 -0.72
N -1.9312 0.5762 -0.2431 -0.55
C -1.4686 -0.8120 -0.0540 0.31
C -1.7993 -1.1081 1.4055 -0.64
C -2.1749 -1.6234 -1.1780 -0.62
N -0.0010 -0.8925 -0.1570 -0.56
H 2.0351 -1.8415 0.5473 0.20
H 2.9689 -1.8702 -0.8686 0.25
H 3.7639 -1.3024 0.3867 0.27
H 3.2243 1.5082 0.8451 0.23
H 3.9516 0.6657 -0.2700 0.25
H 2.7353 1.9555 -0.9220 0.22
H 0.9284 2.1299 0.0966 0.45
H -2.3274 3.2044 0.4194 0.45
H -0.7650 3.6412 -0.1917 0.45
H -2.8660 0.5167 -0.5860 0.47
H -1.4130 -0.4490 2.1488 0.24
H -1.6111 -2.1573 1.6407 0.25
H -2.8387 -1.1011 1.4247 0.24
H -1.9587 -1.1997 -2.0831 0.24
H -3.1903 -1.5420 -1.1291 0.24
H -2.0695 -2.6097 -0.9964 0.25
H 0.4942 -1.7551 -0.1692 0.45